(1)
# C37H75N2O14S7

7 unconnected molecules or ions with the total composition C37H75N2O14S7 (ωB97M-V with the def2-TZVPD basis set, the Open Molecules 2025 dataset).

- Net charge: +1
- E_HOMO: -11.6 eV
- Gap between HOMO and LUMO: 9.448 eV

Last column: Mulliken charge in e.
Cartesian coordinates (Å):
1 C 8.1524 1.8734 -2.1696  -0.812
2 C 7.6345 0.4299 -2.6477  0.601
3 O 8.4890 -0.4337 -2.8611  -0.536
4 O 6.2421 0.2698 -2.7246  -0.160
5 C 5.8425 -0.7126 -3.7012  -0.762
6 C 4.3973 -1.2562 -3.2054  -0.065
7 C 3.2748 -0.2090 -3.6199  -1.168
8 C 1.7984 -0.5050 -3.0809  2.507
9 C 0.8266 -0.5857 -4.3473  -1.111
10 C 0.2200 0.7894 -4.8606  0.394
11 C 1.2748 1.9516 -5.1394  -1.182
12 C -0.9829 1.3625 -3.9554  -1.211
13 C 1.6370 -1.9050 -2.3017  -1.795
14 N 2.0445 -1.6818 -0.8835  0.791
15 S 2.3770 -3.1912 -0.0347  -0.100
16 C 0.9383 -0.9465 -0.1293  -0.333
17 C 0.4434 0.2219 -1.1331  -0.914
18 N 1.4749 0.6147 -2.1242  -0.112
19 H 7.2717 2.3985 -1.6644  0.170
20 H 8.6211 2.4720 -3.0031  0.280
21 H 8.8899 1.6500 -1.3227  0.290
22 H 6.5031 -1.6286 -3.7601  0.367
23 H 5.6823 -0.3069 -4.7485  0.349
24 H 4.2043 -2.2721 -3.7029  0.377
25 H 4.5225 -1.3876 -2.0713  -0.017
26 H 3.2859 -0.0998 -4.7606  0.223
27 H 3.6221 0.8133 -3.2262  0.181
28 H 1.3988 -1.1648 -5.1518  0.598
29 H -0.0488 -1.2573 -4.0497  -0.109
30 H -0.2708 0.5617 -5.8752  0.247
31 H 1.7111 2.3569 -4.1767  0.162
32 H 0.7835 2.7684 -5.7674  0.454
33 H 2.1184 1.5137 -5.7800  0.242
34 H -1.4721 2.1926 -4.5824  0.474
35 H -0.6327 1.8626 -3.0031  0.169
36 H -1.8130 0.5921 -3.7924  0.201
37 H 2.1896 -2.7724 -2.8082  0.486
38 H 0.5459 -2.2581 -2.2654  0.424
39 H 2.8837 -1.0830 -0.7650  -0.140
40 H 2.2796 -2.8405 1.3165  0.167
41 H 1.4513 -0.4047 0.7388  -0.320
42 H 0.1137 -1.6358 0.2173  0.663
43 H 0.0232 1.0889 -0.5236  0.599
44 H -0.4593 -0.2205 -1.6912  0.107
45 H 2.3085 0.8453 -1.5509  0.230
46 C -3.3457 -0.6992 2.5748  -0.904
47 C -3.4282 0.4878 3.5369  -0.520
48 C -1.9991 0.9631 3.8046  0.076
49 S -1.0499 0.5367 2.3511  1.489
50 O -0.0651 -0.4617 2.7166  -0.721
51 O -0.6920 1.7458 1.6392  -0.724
52 C -2.3797 -0.2742 1.4767  -0.463
53 H -4.3243 -0.9610 2.1682  0.428
54 H -2.9528 -1.5747 3.1015  0.311
55 H -4.0037 1.2944 3.0709  0.245
56 H -3.9331 0.2204 4.4661  0.336
57 H -1.9557 2.0420 3.9606  -0.332
58 H -1.5599 0.4464 4.6587  0.375
59 H -1.9900 -1.1123 0.8988  0.123
60 H -2.8380 0.4605 0.8113  0.425
61 C -2.1842 -4.7108 -7.6882  -0.558
62 C -1.7086 -3.3845 -8.2866  -0.754
63 C -1.4421 -2.4259 -7.1236  -0.551
64 S -1.0046 -3.4501 -5.7227  1.319
65 O -2.0320 -3.3141 -4.7139  -0.754
66 O 0.3994 -3.2736 -5.4213  -0.697
67 C -1.2238 -5.0173 -6.5463  -0.746
68 H -2.1919 -5.5106 -8.4302  0.393
69 H -3.2018 -4.5979 -7.3017  0.272
70 H -0.7835 -3.5490 -8.8477  0.324
71 H -2.4418 -2.9681 -8.9797  0.352
72 H -0.6201 -1.7441 -7.3432  0.206
73 H -2.3359 -1.8579 -6.8604  0.450
74 H -1.6120 -5.7557 -5.8442  0.383
75 H -0.2498 -5.3336 -6.9250  0.319
76 C -3.2406 -5.0659 -0.9386  -0.617
77 C -3.5394 -6.4556 -0.3703  -0.720
78 C -4.4025 -7.1942 -1.3961  -0.681
79 S -3.9781 -6.5070 -2.9942  1.241
80 O -5.1328 -5.8182 -3.5205  -0.677
81 O -3.2549 -7.4958 -3.7623  -0.687
82 C -2.8231 -5.2919 -2.3863  -0.154
83 H -2.4598 -4.5550 -0.3710  0.253
84 H -4.1445 -4.4498 -0.9014  0.343
85 H -2.6002 -6.9974 -0.2206  0.303
86 H -4.0413 -6.3973 0.5976  0.348
87 H -4.1984 -8.2648 -1.3980  0.357
88 H -5.4655 -7.0190 -1.2253  0.350
89 H -2.8774 -4.3916 -2.9950  0.080
90 H -1.8221 -5.7253 -2.4440  0.340
91 C 5.3877 1.7998 3.1709  -0.605
92 C 5.1168 0.4181 3.7711  -0.740
93 C 4.2683 -0.3612 2.7635  -0.469
94 S 4.6793 0.2971 1.1506  1.428
95 O 3.5053 0.9506 0.6062  -0.660
96 O 5.4188 -0.6962 0.4037  -0.728
97 C 5.8100 1.5489 1.7285  -0.802
98 H 6.1574 2.3387 3.7254  0.379
99 H 4.4718 2.3986 3.1944  0.300
100 H 6.0662 -0.1013 3.9327  0.285
101 H 4.6140 0.4888 4.7373  0.373
102 H 4.4937 -1.4278 2.7862  0.434
103 H 3.2008 -0.2027 2.9315  0.073
104 H 5.7373 2.4350 1.0985  0.408
105 H 6.8189 1.1344 1.6798  0.349
106 C -3.0154 6.8361 2.2197  -0.663
107 C -1.5995 7.2114 2.6628  -0.644
108 C -1.4239 6.7211 4.1020  -0.759
109 S -2.5117 5.3120 4.2861  1.295
110 O -3.5426 5.6480 5.2405  -0.701
111 O -1.7177 4.1075 4.4008  -0.717
112 C -3.2117 5.3869 2.6467  -0.638
113 H -3.1491 6.9582 1.1436  0.356
114 H -3.7432 7.4777 2.7261  0.312
115 H -0.8714 6.7156 2.0134  0.291
116 H -1.4248 8.2864 2.5892  0.335
117 H -0.3973 6.4129 4.3001  0.380
118 H -1.7300 7.4799 4.8236  0.380
119 H -4.2582 5.0851 2.6754  0.453
120 H -2.6410 4.7077 2.0092  0.236
121 C -3.3942 4.0424 9.0770  -0.791
122 C -2.5995 2.9435 9.7866  -0.605
123 C -3.1498 1.5982 9.3085  -0.722
124 S -3.7950 1.8791 7.6624  1.127
125 O -5.2265 1.6901 7.6906  -0.712
126 O -2.9487 1.2099 6.6975  -0.561
127 C -3.4551 3.6291 7.6120  -0.391
128 H -2.9279 5.0218 9.1977  0.320
129 H -4.4048 4.0949 9.4938  0.350
130 H -1.5422 3.0263 9.5157  0.279
131 H -2.6669 3.0329 10.8726  0.345
132 H -2.3713 0.8364 9.2662  0.355
133 H -3.9714 1.2549 9.9386  0.358
134 H -4.2343 4.1435 7.0528  0.477
135 H -2.4886 3.7671 7.1235  0.141

***

(2)
# C37H76BO13

5 unconnected molecules or ions with the total composition C37H76BO13 (ωB97M-V with the def2-TZVPD basis set, the Open Molecules 2025 dataset).

- Net charge: -1
- E_HOMO: -4.7 eV
- Gap between HOMO and LUMO: 6.576 eV

Last column: Mulliken charge in e.
Cartesian coordinates (Å):
1 C -0.4065 2.1785 3.3085  -1.052
2 C -0.4990 1.8139 2.0389  -0.092
3 C -0.3857 2.7041 0.8578  -0.461
4 B 1.1078 2.6799 0.0784  0.705
5 C 1.0590 3.8535 -1.1258  0.817
6 C -0.3244 4.2762 -1.6509  -1.824
7 C 2.2604 3.0914 1.1889  -0.993
8 C 3.7531 2.8524 0.8727  -0.876
9 C 4.4380 3.8724 -0.0718  -1.013
10 C 4.8946 3.2988 -1.4282  -0.570
11 C 4.5683 4.1480 -2.6562  -0.566
12 C 4.9174 3.3857 -3.9479  -0.598
13 C 3.7158 2.6637 -4.5570  -0.129
14 C 2.7651 3.5687 -5.3379  -0.400
15 C 1.8190 2.7718 -6.2287  -0.502
16 C 0.6919 3.6128 -6.8151  -0.839
17 O -0.1837 4.1577 -5.8476  -0.385
18 C -0.9133 3.1873 -5.1172  -0.520
19 C 1.4824 1.2384 -0.6617  1.880
20 C 1.8209 0.0738 0.3027  -1.883
21 C 0.4732 0.7969 -1.7389  0.551
22 C -0.8231 0.1512 -1.2096  0.874
23 C -1.0471 -1.2773 -1.6949  -1.718
24 H -0.4601 3.2235 3.5989  0.311
25 H -0.2380 1.4560 4.0991  0.274
26 H -0.6396 0.7493 1.8596  0.070
27 H -1.1907 2.4810 0.1470  0.190
28 H -0.5441 3.7366 1.2038  0.453
29 H 1.6554 3.5034 -1.9782  -0.850
30 H 1.5259 4.7665 -0.7357  0.437
31 H -0.8275 4.9196 -0.9225  0.279
32 H -0.2783 4.8350 -2.5948  0.375
33 H -0.9952 3.4242 -1.8026  0.263
34 H 2.0720 2.5884 2.1465  0.256
35 H 2.1560 4.1655 1.4169  0.378
36 H 4.3027 2.8726 1.8227  0.430
37 H 3.9146 1.8474 0.4691  0.298
38 H 3.8031 4.7475 -0.2278  0.439
39 H 5.3394 4.2368 0.4324  0.540
40 H 5.9836 3.1637 -1.4182  0.364
41 H 4.4675 2.3009 -1.5738  0.392
42 H 3.5034 4.3814 -2.6614  0.208
43 H 5.1334 5.0845 -2.6262  0.254
44 H 5.4027 4.0295 -4.6881  0.610
45 H 5.6482 2.6125 -3.6798  -0.115
46 H 4.0877 1.8997 -5.2530  0.584
47 H 3.1720 2.1338 -3.7658  -0.327
48 H 3.3701 4.2269 -5.9737  0.324
49 H 2.1965 4.2075 -4.6557  0.234
50 H 2.3858 2.3695 -7.0771  0.405
51 H 1.4121 1.9109 -5.6883  0.230
52 H 1.1335 4.4820 -7.3100  0.402
53 H 0.1162 3.0347 -7.5519  0.424
54 H -0.4851 3.0442 -4.1235  -0.094
55 H -0.9331 2.2231 -5.6371  0.413
56 H -1.9384 3.5449 -5.0046  0.315
57 H 2.4072 1.4520 -1.2161  -0.782
58 H 2.8411 -0.2949 0.1431  0.365
59 H 1.7646 0.3806 1.3495  0.285
60 H 1.1674 -0.7958 0.1752  0.272
61 H 0.2273 1.6433 -2.3842  -1.475
62 H 0.9546 0.0576 -2.4022  0.648
63 H -1.6652 0.7550 -1.5737  0.472
64 H -0.8588 0.2183 -0.1238  -1.030
65 H -1.9204 -1.7427 -1.2304  0.374
66 H -0.1743 -1.9002 -1.4795  0.363
67 H -1.1775 -1.2882 -2.7807  0.387
68 C 12.5504 3.7299 -1.9056  -1.087
69 C 11.1899 4.3920 -1.9152  -0.199
70 O 10.4177 4.0236 -3.0699  -0.360
71 C 9.8617 2.8107 -3.0171  0.808
72 O 9.9447 2.0338 -2.1008  -0.561
73 O 9.1971 2.6094 -4.1529  -0.345
74 C 8.5573 1.3325 -4.2463  -0.638
75 H 13.0866 3.9495 -2.8298  0.286
76 H 13.1366 4.1021 -1.0647  0.355
77 H 12.4546 2.6498 -1.8086  0.312
78 H 11.2855 5.4737 -1.9892  0.297
79 H 10.6245 4.1577 -1.0137  0.311
80 H 7.9103 1.1604 -3.3890  0.261
81 H 9.2999 0.5389 -4.3177  0.318
82 H 7.9624 1.3632 -5.1541  0.226
83 C -3.3703 -4.4525 4.1596  -0.918
84 C -2.5684 -3.2578 4.6274  -0.253
85 O -2.1899 -2.4015 3.5411  -0.344
86 C -3.1557 -1.6062 3.0758  0.603
87 O -4.2816 -1.5448 3.5123  -0.615
88 O -2.6693 -0.9017 2.0680  -0.102
89 C -3.6031 -0.0223 1.4324  -0.467
90 H -2.8236 -5.0004 3.3910  0.313
91 H -3.5651 -5.1267 4.9948  0.231
92 H -4.3263 -4.1415 3.7413  0.269
93 H -1.6228 -3.5736 5.0650  0.327
94 H -3.1130 -2.6785 5.3734  0.306
95 H -4.0769 0.6353 2.1574  0.340
96 H -4.3612 -0.6023 0.9061  0.327
97 H -3.0257 0.5618 0.7218  -0.079
98 C -7.1597 -1.6062 4.7845  -0.975
99 C -8.3767 -0.7211 4.6516  -0.345
100 O -9.2596 -1.1668 3.5996  -0.343
101 C -10.0257 -2.2076 3.8960  0.805
102 O -10.0886 -2.7807 4.9548  -0.565
103 O -10.7427 -2.5215 2.8099  -0.342
104 C -11.5815 -3.6663 2.9691  -0.635
105 H -6.6318 -1.6828 3.8371  0.338
106 H -6.4725 -1.1875 5.5191  0.316
107 H -7.4450 -2.6077 5.1071  0.349
108 H -8.0908 0.2854 4.3524  0.300
109 H -8.9402 -0.6543 5.5823  0.324
110 H -12.2278 -3.5554 3.8375  0.292
111 H -10.9791 -4.5672 3.0780  0.290
112 H -12.1755 -3.7233 2.0616  0.216
113 C -5.9366 -10.6956 1.9378  -1.086
114 C -4.8146 -9.6844 1.8583  -0.214
115 O -4.8453 -8.7581 2.9583  -0.337
116 C -4.3799 -9.2255 4.1145  0.754
117 O -3.9229 -10.3237 4.3083  -0.567
118 O -4.4956 -8.2613 5.0279  -0.274
119 C -4.0800 -8.6351 6.3444  -0.711
120 H -6.9000 -10.1890 2.0060  0.290
121 H -5.9336 -11.3206 1.0444  0.356
122 H -5.8203 -11.3377 2.8093  0.310
123 H -4.9188 -9.0564 0.9759  0.297
124 H -3.8392 -10.1689 1.8227  0.320
125 H -3.0695 -9.0377 6.3304  0.338
126 H -4.7635 -9.3726 6.7625  0.311
127 H -4.1139 -7.7223 6.9313  0.213

***

(3)
# C37H79N5O26

A molecular structure, C37H79N5O26 (ωB97M-V with the def2-TZVPD basis set, the Open Molecules 2025 dataset).

- Net charge: 0
- Energy relative to the best compared isomer or geometry (same formula, charge and spin): 47.966 eV
- E_HOMO: -6.6 eV
- Gap between HOMO and LUMO: 5.210 eV

Last column: Mulliken charge in e.
Cartesian coordinates (Å):
1 C 2.1730 2.9598 -0.8989  -0.218
2 N 2.7074 3.9100 0.0742  0.801
3 O 2.0791 4.0043 1.1371  -0.526
4 O 3.7308 4.5642 -0.1804  -0.651
5 H 2.8153 2.9807 -1.7793  0.491
6 H 1.1914 3.2277 -1.2897  0.702
7 H 2.0809 1.9927 -0.4045  -0.520
8 C 4.1274 -0.3378 -0.3285  -0.501
9 N 3.8985 0.5505 -1.4654  1.148
10 O 3.4694 1.6309 -1.1570  -0.395
11 O 4.2796 0.1353 -2.6153  -0.751
12 H 5.1709 -0.6249 -0.1996  0.663
13 H 3.5654 -1.2643 -0.4457  -1.360
14 H 3.7904 0.1347 0.5941  -0.696
15 C 0.1530 4.2141 2.8455  -1.222
16 N 0.2849 2.7498 2.7309  1.262
17 O 0.2420 2.1106 1.6404  -0.322
18 O 0.0707 2.2061 3.8284  -0.605
19 H -0.4840 4.5360 2.0217  0.233
20 H 1.1800 4.5584 2.7239  0.390
21 H -0.2419 4.4667 3.8296  0.329
22 C 0.5046 -5.0575 -0.4585  -0.985
23 N 0.3051 -3.8783 -1.3467  1.609
24 O -0.7700 -3.1887 -1.2731  -0.720
25 O 1.1024 -3.6987 -2.2532  -0.677
26 H 0.2779 -4.9694 0.6040  0.307
27 H 1.5556 -5.3422 -0.5078  0.267
28 H -0.1903 -5.8412 -0.7600  0.412
29 C 2.5505 -2.1434 -3.1783  -0.631
30 N 3.4681 -3.0196 -2.4063  1.216
31 O 4.0449 -2.5215 -1.4483  -0.473
32 O 3.5128 -4.2184 -2.7020  -0.659
33 H 1.7508 -2.8199 -3.4798  0.499
34 H 3.0290 -1.6467 -4.0223  0.324
35 H 2.1445 -1.3819 -2.5124  -0.143
36 O 3.4105 -5.3069 1.0629  -0.690
37 C 3.1957 -4.2169 1.6015  -1.110
38 O 3.1873 -3.8763 2.8933  0.832
39 C 3.4681 -4.6546 3.9671  -0.256
40 C 4.6659 -4.1811 4.7172  -1.783
41 C 2.8718 -3.1033 0.6863  1.511
42 H 3.6539 -5.7085 3.7600  0.422
43 H 2.6916 -4.5724 4.7276  0.269
44 H 5.3308 -5.0029 4.9828  0.337
45 H 4.5083 -3.4054 5.4666  0.401
46 H 5.3508 -3.6045 4.0955  0.445
47 H 2.3121 -2.4495 1.3552  0.262
48 H 2.1796 -3.4660 -0.0736  0.708
49 H 3.6852 -2.4690 0.3340  1.793
50 O 0.6434 -2.9525 1.4312  0.788
51 C -0.3174 -2.9583 2.1803  -0.148
52 O -0.4006 -3.7153 3.4026  -0.493
53 C 0.6709 -4.4880 3.9759  0.125
54 C 0.9793 -5.7953 3.1896  -0.994
55 C -1.5166 -2.1776 1.8253  -1.281
56 H 0.3092 -4.7879 4.9594  0.324
57 H 1.4941 -3.8094 4.1998  -0.091
58 H 0.0718 -6.2697 2.8161  0.358
59 H 1.7080 -6.4275 3.6968  0.418
60 H 1.4760 -5.6085 2.2375  0.197
61 H -1.8254 -1.5224 2.6398  0.910
62 H -2.1928 -2.9608 1.4824  0.957
63 H -1.3794 -1.6319 0.8918  -0.263
64 O -2.0139 1.5177 -3.0169  -0.400
65 C -2.1045 1.7763 -4.2066  1.297
66 O -1.0773 2.0716 -5.0393  -0.400
67 C 0.2673 2.0890 -4.5634  0.588
68 C 1.1332 2.1425 -5.7775  -1.759
69 C -3.3740 1.5646 -4.9418  -1.279
70 H 0.3378 1.1828 -3.9618  -0.027
71 H 0.4158 2.8806 -3.8290  0.127
72 H 1.0191 1.2932 -6.4511  0.403
73 H 2.1793 2.1092 -5.4731  0.453
74 H 0.9602 3.0525 -6.3519  0.375
75 H -3.2434 0.9785 -5.8515  0.577
76 H -3.8022 2.5338 -5.1978  0.131
77 H -4.1381 1.0491 -4.3600  0.071
78 O -3.0235 -0.6365 -2.2757  -0.746
79 C -3.2874 -0.6704 -1.1036  -0.044
80 O -4.3661 -0.1044 -0.5039  -0.208
81 C -5.4772 0.4290 -1.2505  0.280
82 C -6.8869 0.0503 -0.7066  -1.589
83 C -2.1624 -0.9745 -0.1976  1.995
84 H -5.3832 0.2087 -2.3139  0.169
85 H -5.5503 1.5137 -1.1719  0.066
86 H -6.9824 0.3738 0.3299  0.369
87 H -7.1131 -1.0154 -0.6725  0.374
88 H -7.7086 0.5741 -1.1951  0.388
89 H -1.7790 -0.0683 0.2712  -1.105
90 H -1.4222 -1.5184 -0.7844  0.195
91 H -2.3703 -1.7219 0.5680  0.336
92 O -3.3372 0.9782 2.9585  -0.747
93 C -2.3154 1.2058 2.3685  -0.145
94 O -1.9635 2.4264 2.0051  0.365
95 C -2.8225 3.5135 2.1633  -0.625
96 C -3.7432 3.7660 1.0337  -0.936
97 C -1.3836 0.0797 2.0492  0.205
98 H -2.1640 4.3662 2.3287  0.436
99 H -3.3348 3.6337 3.1179  0.167
100 H -4.1666 4.7704 1.0323  0.637
101 H -4.4847 2.9715 1.1173  0.249
102 H -3.1319 3.7079 0.1331  -0.085
103 H -0.3998 0.2138 2.4989  -1.042
104 H -1.1336 -0.0053 0.9916  -0.888
105 H -1.6747 -0.9591 2.2047  1.269
106 O -5.3414 3.0041 -3.0341  -0.548
107 C -4.5914 3.5085 -3.8419  0.677
108 O -3.2438 3.5937 -3.7639  -0.347
109 C -2.5888 3.5442 -2.5089  1.038
110 C -2.3184 4.9329 -1.9537  -2.049
111 C -5.1001 4.2146 -5.0342  -1.276
112 H -1.6537 3.1627 -2.9191  -0.402
113 H -3.0894 2.8415 -1.8428  1.089
114 H -1.5002 4.8277 -1.2412  0.021
115 H -3.2648 5.3308 -1.5875  0.475
116 H -2.0244 5.6190 -2.7479  0.547
117 H -4.8007 5.2451 -4.8430  0.321
118 H -6.1629 3.9824 -5.1025  0.338
119 H -4.6488 4.0313 -6.0093  0.339
120 O 2.1993 -0.3247 -1.2206  -0.477
121 C 1.1434 -0.7075 -0.6438  -1.251
122 O 0.0969 0.1864 -0.2218  0.550
123 C -0.0402 1.4671 -0.8389  -0.714
124 C -1.4696 1.7576 -1.3629  1.140
125 C 0.9772 -2.0590 -0.1974  0.590
126 H 0.7202 1.7669 -1.5600  1.053
127 H 0.0571 2.1238 0.0256  0.199
128 H -1.5026 2.7633 -1.7821  -0.730
129 H -2.1923 1.7930 -0.5477  -0.485
130 H -1.6973 0.9871 -2.0995  -0.346
131 H 1.4835 -2.6343 -0.9725  -1.110
132 H -0.0778 -2.3291 -0.2432  -1.142
133 H 1.3319 -2.1830 0.8258  -0.484
134 O 2.1262 0.9740 4.5005  -0.669
135 C 1.9521 0.0071 3.7634  -0.401
136 O 2.8581 -0.9412 3.4236  -0.087
137 C 4.2091 -0.8024 3.9515  -0.075
138 C 5.0047 0.3829 3.2174  -1.041
139 C 0.6702 -0.1706 2.9070  0.720
140 H 4.6807 -1.7383 3.6520  -0.181
141 H 4.2324 -0.7265 5.0386  0.410
142 H 4.8579 0.3451 2.1380  0.267
143 H 6.0572 0.2487 3.4673  0.484
144 H 4.7485 1.3863 3.5574  0.343
145 H 0.9219 -0.0986 1.8489  -0.418
146 H -0.0016 0.6035 3.2778  1.279
147 H 0.1879 -1.1223 3.1303  0.312